Formula: C20H50N2O7
Source: the OMol25 dataset
Level of theory: the ωB97M-V functional and the def2-TZVPD basis

Structure (XYZ):
```
79
Properties=species:S:1:pos:R:3:forces:R:3
O -2.564 -2.626 -3.029 -0.100 -0.067 0.459
H -2.260 -3.516 -2.851 0.151 -0.322 0.047
H -3.517 -2.699 -3.063 -0.321 0.098 -0.021
O -0.977 -1.404 -4.753 0.608 0.706 -0.275
H -0.953 -2.241 -5.217 0.016 -0.129 -0.122
H -1.512 -1.573 -3.978 -0.355 -0.287 0.009
O -0.364 -0.583 -1.368 -0.019 0.489 0.284
H -0.366 -0.165 -2.229 -0.024 0.046 -0.486
H -0.675 -1.473 -1.533 -0.159 -0.338 0.002
C 2.916 -5.839 2.795 -0.575 0.436 -0.237
C 1.503 -5.667 2.128 -0.494 -0.076 0.760
C 0.484 -5.822 3.323 0.416 -0.417 1.163
C 0.117 -4.602 4.182 0.687 1.031 -1.049
C -0.065 -3.389 3.268 0.385 -1.037 0.487
C 1.110 -3.174 2.225 -0.986 1.382 0.465
N 1.264 -4.381 1.420 -1.471 -1.383 1.985
O 2.138 -4.273 0.357 0.826 0.580 -0.524
C 0.544 -2.090 1.281 0.465 -0.400 -0.709
C 2.373 -2.627 2.938 -0.332 -0.551 -0.237
C 1.217 -6.825 1.124 0.899 0.645 1.007
H 3.722 -5.450 2.172 0.043 -0.255 -0.053
H 3.073 -6.875 3.094 0.091 -0.164 -0.520
H 2.945 -5.326 3.756 -0.014 0.316 -0.114
H -0.364 -6.453 3.059 -0.286 0.446 -0.312
H 0.982 -6.385 4.113 0.301 -0.881 -0.490
H 0.894 -4.324 4.894 0.502 -0.435 -0.027
H -0.747 -4.722 4.835 -0.261 -0.376 -0.363
H -0.166 -2.560 3.969 0.001 0.611 -0.594
H -1.023 -3.611 2.798 0.048 0.627 -0.644
H 0.396 -1.108 1.731 -0.170 -0.190 0.314
H 1.185 -1.921 0.415 0.317 -0.070 0.160
H -0.381 -2.481 0.856 -0.311 0.191 0.188
H 2.650 -3.294 3.754 0.019 0.323 0.139
H 3.234 -2.569 2.273 -0.091 -0.041 -0.199
H 2.157 -1.621 3.298 0.072 -0.064 0.216
H 1.223 -7.721 1.744 -0.239 -0.253 -0.294
H 2.042 -6.903 0.416 -0.151 -0.005 -0.134
H 0.265 -6.683 0.611 0.040 -0.046 0.097
H 1.534 -4.101 -0.369 0.278 -0.024 -0.355
C -0.087 5.669 -0.281 -0.787 1.155 -0.818
C -0.768 4.358 -0.771 2.346 -1.314 -0.554
C -1.618 3.710 0.283 -1.221 -0.415 0.830
C -2.979 4.313 0.419 0.670 1.128 1.454
C -3.672 4.351 -0.902 -0.052 -0.277 1.393
C -2.900 5.121 -1.967 -1.922 -0.826 -0.932
N -1.513 4.633 -2.031 0.766 2.560 0.213
O -0.756 5.320 -3.031 -1.366 -2.115 1.348
C -3.664 4.819 -3.293 0.562 -0.349 0.231
C -2.976 6.657 -1.781 0.453 0.652 -0.974
C 0.370 3.328 -1.046 -0.198 -0.447 0.248
H -0.821 6.473 -0.330 -0.157 0.139 0.330
H 0.708 6.011 -0.944 0.253 -0.440 0.015
H 0.298 5.670 0.738 -0.122 -0.651 -0.125
H -1.810 2.646 0.148 0.664 -0.167 -0.502
H -1.190 3.811 1.280 0.722 -0.079 -0.300
H -2.803 5.283 0.884 -0.433 0.580 -0.273
H -3.470 3.769 1.225 -0.552 -0.162 -0.419
H -4.657 4.785 -0.733 -0.064 0.012 -0.609
H -3.765 3.287 -1.118 -0.346 0.060 -0.851
H -4.720 5.004 -3.099 0.145 0.450 -0.099
H -3.263 5.432 -4.100 -0.246 -0.217 -0.117
H -3.636 3.752 -3.517 0.390 0.036 -0.234
H -2.140 7.176 -2.249 0.587 -0.068 0.607
H -3.685 7.049 -2.511 -0.811 -0.315 0.515
H -3.179 7.047 -0.783 0.126 -0.324 -0.057
H -0.073 2.342 -1.185 -0.025 0.003 -0.204
H 0.880 3.263 -0.085 0.299 0.012 -0.132
H 1.101 3.494 -1.838 -0.207 0.489 0.080
H -0.585 6.133 -2.551 0.635 0.804 -0.054
C 4.172 0.927 -0.893 -0.794 -0.355 -0.933
C 3.121 0.002 -0.282 -1.856 -0.341 -0.896
O 2.413 -0.738 -1.295 1.133 -0.468 -1.358
O 3.574 1.904 -1.803 0.254 -0.369 1.169
H 4.799 0.308 -1.535 0.377 -0.176 0.323
H 4.786 1.421 -0.139 -0.214 0.186 -0.129
H 2.209 0.492 0.060 0.960 1.110 1.576
H 3.471 -0.778 0.394 0.517 0.583 0.431
H 1.475 -0.550 -1.211 -0.168 -0.147 -0.089
H 3.320 1.384 -2.569 -0.121 -0.051 -0.126
```
Positions in Å, forces in eV/Å.

Summary:
Expectation value of S²: 0.755
Max |F|: 2.86 eV/A
Frontier orbital gap (alpha / beta): 7.409 / 2.740 eV
Total charge: +1
Calculated total energy: -38851.5091 eV
Multiplicity: 2

***

Formula: C22H77AgN22O17Y
Source: the OMol25 dataset
Level of theory: the ωB97M-V functional and the def2-TZVPD basis

Structure (XYZ):
```
140
Properties=species:S:1:pos:R:3:forces:R:3
Ag 7.924 -7.707 -27.606 0.360 -0.180 0.369
Y 8.023 -4.151 -27.869 0.028 0.306 0.322
O 9.335 -5.924 -27.631 1.391 0.021 0.124
H 10.289 -6.135 -27.628 -1.007 0.831 0.418
O 9.319 -2.415 -28.379 0.601 0.167 -0.169
H 9.759 -1.935 -27.650 -1.042 -0.314 -0.295
O 6.565 -5.982 -28.191 -1.133 0.260 -0.944
H 6.071 -6.326 -28.960 0.933 0.439 0.129
C 13.169 -4.113 -29.259 0.175 -1.999 -1.474
C 12.352 -3.569 -28.170 0.418 0.512 0.760
O 11.998 -2.270 -28.533 0.478 0.848 0.253
H 13.573 -5.081 -28.961 0.307 -0.200 -0.027
H 13.982 -3.497 -29.644 -0.062 0.305 0.527
H 12.532 -4.333 -30.116 -0.085 0.023 -0.262
H 12.969 -3.613 -27.273 -0.007 0.464 0.496
H 11.436 -4.109 -27.930 0.018 -0.536 -0.251
H 11.039 -2.303 -28.562 -1.022 0.367 -0.225
C 13.955 -6.117 -25.102 -1.314 1.579 0.065
C 15.213 -6.864 -24.902 -0.195 -1.299 -0.309
O 14.911 -8.300 -24.789 0.342 1.009 0.213
H 14.125 -5.058 -24.907 0.327 0.191 0.250
H 13.160 -6.394 -24.411 0.080 -0.292 -0.019
H 13.530 -6.061 -26.104 0.177 -0.741 -0.106
H 15.689 -6.510 -23.987 0.273 -0.169 -0.121
H 15.830 -6.726 -25.789 0.495 0.072 0.239
H 15.608 -8.692 -24.258 0.088 -0.080 0.065
C 11.075 -8.521 -25.028 0.441 -0.454 -0.596
O 10.242 -8.006 -24.338 -2.272 1.876 1.913
N 11.573 -9.715 -24.812 0.535 -2.699 1.304
N 11.619 -8.013 -26.108 0.188 1.897 -2.040
H 12.299 -9.990 -25.459 0.170 -0.614 0.674
H 11.433 -10.092 -23.886 0.345 -0.282 -0.389
H 11.122 -7.240 -26.526 0.304 -0.382 -0.200
H 12.200 -8.656 -26.627 0.163 0.592 -0.667
C 10.343 -8.508 -29.842 -0.417 -0.125 0.100
O 9.396 -8.947 -29.233 -2.124 -2.034 0.775
N 10.964 -9.098 -30.853 0.335 -1.819 -1.294
N 10.798 -7.336 -29.523 1.876 2.692 0.456
H 11.674 -8.593 -31.364 -0.031 -0.354 0.034
H 10.683 -10.049 -31.044 0.251 0.267 -0.232
H 11.653 -7.030 -29.964 -0.403 0.621 0.096
H 10.157 -6.769 -28.987 0.024 0.319 -0.347
C 3.120 -5.997 -28.153 -4.026 -1.109 0.770
O 1.922 -6.214 -28.206 -1.000 -0.270 -0.158
N 3.687 -4.956 -28.640 1.419 4.490 -2.671
N 3.982 -6.704 -27.504 1.910 -3.492 2.301
H 4.692 -4.881 -28.577 0.068 0.794 -0.168
H 3.064 -4.244 -28.994 0.328 -0.318 0.025
H 4.947 -6.462 -27.677 0.856 -0.585 0.416
H 3.694 -7.555 -27.043 0.101 0.150 -0.400
C 13.646 -6.580 -32.096 0.202 -0.937 -0.176
O 12.752 -7.051 -31.456 -1.779 -1.093 1.299
N 14.894 -7.052 -32.122 1.410 -0.797 0.712
N 13.523 -5.600 -32.936 0.119 3.548 -2.770
H 15.525 -6.509 -32.693 0.488 -1.125 0.272
H 14.965 -8.044 -31.943 0.730 0.254 0.052
H 14.386 -5.422 -33.429 -0.799 0.611 -0.438
H 12.682 -5.175 -33.300 0.097 -0.293 0.640
C 5.852 -2.481 -30.115 1.621 -0.075 1.574
O 6.335 -3.280 -29.300 -0.828 -0.322 -0.409
N 6.562 -1.516 -30.634 3.087 1.709 -0.951
N 4.596 -2.390 -30.432 -3.543 -0.887 0.002
H 6.209 -0.689 -31.092 -0.063 -0.396 0.167
H 7.517 -1.503 -30.305 0.265 0.226 -0.116
H 3.973 -2.927 -29.846 -0.196 0.148 -0.788
H 4.291 -1.819 -31.207 -0.221 -0.291 0.392
C 5.869 -1.563 -26.379 0.872 -0.525 0.416
O 6.866 -2.083 -26.810 1.847 -1.098 -1.230
N 5.752 -1.326 -25.088 0.777 -0.049 2.011
N 4.834 -1.205 -27.066 -2.792 1.091 -1.997
H 6.627 -1.647 -24.697 -0.465 0.476 1.228
H 4.984 -0.824 -24.666 0.613 -0.299 0.328
H 4.880 -1.252 -28.074 -0.289 0.347 0.311
H 4.255 -0.568 -26.537 -0.554 -0.017 -1.151
C 9.134 -3.920 -31.357 1.699 2.192 0.877
O 8.735 -4.437 -30.347 -1.171 -1.579 1.528
N 8.639 -3.926 -32.544 -3.066 -2.071 -3.971
N 10.117 -3.024 -31.373 2.810 1.369 2.450
H 7.892 -4.582 -32.723 0.165 0.156 -0.554
H 9.194 -3.497 -33.271 -0.773 -0.360 -0.118
H 10.453 -2.848 -30.437 0.469 0.405 -0.028
H 10.673 -2.695 -32.149 -0.401 -0.229 0.209
C 7.086 -9.189 -32.657 -1.595 -1.883 -0.188
O 6.185 -9.979 -32.775 -1.485 -1.354 -0.319
N 7.146 -8.289 -31.731 0.108 3.107 2.522
N 8.154 -9.182 -33.408 3.198 -0.275 -2.949
H 7.894 -7.628 -31.885 -0.560 0.372 1.224
H 6.379 -8.190 -31.082 0.495 0.293 -0.272
H 8.231 -9.848 -34.163 -0.025 0.285 0.213
H 8.859 -8.467 -33.296 -0.006 -0.502 -0.229
C 6.191 -5.029 -24.828 2.072 -0.216 -1.929
O 6.857 -4.644 -25.801 -0.044 1.001 1.039
N 5.252 -5.871 -24.972 -4.490 -3.981 -2.371
N 6.370 -4.833 -23.557 2.703 2.675 3.485
H 5.094 -6.171 -25.924 -0.271 -0.013 0.203
H 4.962 -6.528 -24.262 0.000 0.446 -0.089
H 5.810 -5.260 -22.833 0.227 0.311 -0.339
H 7.179 -4.276 -23.321 -0.240 -0.162 0.464
C 9.714 -3.661 -24.809 -0.989 -1.726 -3.228
O 9.250 -3.574 -25.951 0.829 1.166 0.421
N 10.045 -4.815 -24.307 0.471 -2.536 1.658
N 9.949 -2.674 -23.995 0.228 4.265 1.934
H 10.293 -4.792 -23.328 0.331 -0.833 -0.373
H 9.972 -5.684 -24.816 -0.335 -0.149 0.210
H 10.040 -2.777 -22.995 0.291 -0.106 -0.411
H 10.198 -1.774 -24.380 -0.444 -0.082 0.094
C 7.537 -10.760 -24.212 0.085 -2.333 -0.061
C 7.549 -10.028 -25.540 -0.279 0.178 -0.237
C 6.513 -10.401 -26.666 0.519 -0.454 -0.114
O 6.664 -9.621 -27.887 -0.192 0.452 2.790
C 5.495 -9.543 -28.642 0.493 -0.674 -2.579
N 7.382 -8.645 -25.176 -0.403 1.849 -0.702
H 6.657 -10.630 -23.582 -0.265 0.359 -0.311
H 8.399 -10.548 -23.579 0.106 0.681 -0.309
H 7.637 -11.840 -24.327 -0.198 -0.336 -0.210
H 8.497 -10.194 -26.052 0.365 0.321 0.253
H 5.486 -10.343 -26.306 -0.132 0.127 0.056
H 6.714 -11.405 -27.040 -0.143 -0.437 0.631
H 4.485 -9.388 -28.262 0.370 -0.045 0.998
H 5.529 -10.442 -29.258 -0.765 -0.319 -0.102
H 5.671 -8.766 -29.386 -0.108 0.289 0.249
H 8.101 -8.258 -24.581 0.850 -0.315 -0.289
H 6.572 -8.556 -24.579 -0.533 -0.104 -0.212
C 14.208 -8.034 -28.615 -0.157 -1.002 -0.142
C 14.553 -9.490 -28.282 0.773 -1.541 -0.876
C 16.058 -9.828 -28.343 1.203 0.383 -1.050
O 16.662 -9.898 -29.687 -2.906 1.566 1.086
C 17.947 -10.351 -29.679 1.007 -1.087 -0.748
N 14.000 -9.896 -26.988 -0.090 0.621 0.049
H 14.649 -7.333 -27.905 -0.201 -0.064 0.269
H 13.118 -8.043 -28.605 0.017 0.673 0.134
H 14.525 -7.712 -29.606 0.102 -0.294 0.049
H 14.098 -10.211 -28.961 -0.305 0.489 -0.651
H 16.367 -10.785 -27.924 -0.661 -0.146 0.610
H 16.556 -9.026 -27.798 0.443 0.075 0.249
H 17.981 -11.397 -29.373 0.133 -0.308 0.324
H 18.670 -9.799 -29.079 -0.080 0.374 0.114
H 18.239 -10.354 -30.729 0.404 0.148 0.061
H 14.573 -9.473 -26.272 -0.114 0.073 0.561
H 14.016 -10.899 -26.871 0.197 -0.136 -0.160
```
Positions in Å, forces in eV/Å.

Summary:
Max |F|: 6.45 eV/A
Frontier orbital gap: 7.651 eV
Total charge: +1
Calculated total energy: -96700.7512 eV